(1)
Entry from the Open Molecules 2025 dataset: C21H26BCdN6O6S2 as an isolated structure (the ωB97M-V functional and the def2-TZVPD basis).

Its strongest force on any atom is 0.012 Eh/bohr. As for the HOMO energy: -3.77 eV. Its LUMO energy is 2.68 eV. Its frontier orbital gap is 6.456 eV.

The geometry in ORCA input format:
```
! wB97M-V def2-TZVPD RIJCOSX def2/J DEFGRID3
* xyz -1 1
Cd -0.096 -1.504 -0.816
C -1.411 0.048 3.831
C -0.825 0.499 2.529
C -0.322 1.916 2.430
C 0.608 2.212 1.494
C 1.300 3.536 1.426
N 0.959 1.263 0.567
N 0.199 0.098 0.718
B 1.903 1.183 -0.619
N 1.117 1.177 -1.999
N 0.391 0.114 -2.441
C -0.266 0.493 -3.526
C -1.192 -0.447 -4.224
C 0.050 1.822 -3.828
C 0.925 2.217 -2.833
C 1.571 3.550 -2.647
N 2.777 -0.125 -0.589
N 2.292 -1.390 -0.749
C 3.312 -2.226 -0.652
C 3.100 -3.699 -0.772
C 4.495 -1.510 -0.425
C 4.108 -0.185 -0.391
C 4.957 1.021 -0.158
H -0.832 0.444 4.668
H -1.418 -1.042 3.867
H -2.437 0.406 3.930
H -0.666 2.670 3.125
H 0.948 4.185 2.227
H 1.109 4.024 0.469
H 2.381 3.414 1.517
H 2.638 2.133 -0.649
H -1.375 -1.334 -3.617
H -0.787 -0.769 -5.186
H -2.157 0.027 -4.406
H -0.314 2.422 -4.646
H 1.302 4.199 -3.481
H 2.657 3.471 -2.606
H 1.243 4.031 -1.726
H 2.036 -3.934 -0.781
H 3.547 -4.230 0.070
H 3.543 -4.092 -1.689
H 5.492 -1.899 -0.291
H 5.992 0.711 -0.018
H 4.637 1.568 0.729
H 4.913 1.713 -1.000
O -2.456 -4.605 0.835
S -2.051 -3.277 0.454
O -0.841 -2.763 1.113
O -1.869 -3.110 -1.014
C -3.391 -2.210 1.094
C -4.566 -2.897 1.359
C -5.658 -2.271 1.950
C -5.576 -0.939 2.301
C -4.406 -0.235 2.037
C -3.317 -0.842 1.435
S -1.980 0.324 0.895
O -2.555 1.662 0.854
O 0.186 -0.337 2.071
O -1.991 -0.285 -0.480
H -4.611 -3.949 1.116
H -6.563 -2.836 2.137
H -6.417 -0.436 2.762
H -4.341 0.826 2.247
*
```



(2)
Entry from the Open Molecules 2025 dataset: C9H13NO2OsSe as an isolated structure in a non-equilibrium geometry (the ωB97M-V functional and the def2-TZVPD basis).

Its strongest force on any atom is 0.039 Eh/bohr. As for the HOMO energy (alpha / beta): -5.39 / -7.26 eV. Its LUMO energy (alpha / beta) is 0.37 / -0.10 eV. Its frontier orbital gap (alpha / beta) is 5.767 / 7.161 eV.

The geometry in ORCA input format:
```
! wB97M-V def2-TZVPD RIJCOSX def2/J DEFGRID3
* xyz 0 5
Os -0.425 -0.377 -0.164
O 2.123 -0.063 -0.028
C 2.405 1.320 0.114
C 1.153 2.174 0.111
C 1.291 3.540 -0.026
C 0.179 4.366 0.074
C -1.059 3.765 0.315
C -1.129 2.401 0.407
N -0.057 1.577 0.277
H 2.885 -0.519 -0.401
H 3.076 1.674 -0.677
H 2.921 1.473 1.077
H 2.269 3.953 -0.222
H 0.265 5.432 -0.046
H -1.961 4.352 0.407
H -2.086 1.904 0.546
Se -0.841 -0.298 -2.394
C -2.247 -4.086 0.732
O -1.771 -2.749 0.816
C -0.704 -2.333 0.129
C 0.071 -3.369 -0.646
H -1.443 -4.806 0.901
H -2.688 -4.269 -0.249
H -3.005 -4.189 1.506
H -0.550 -3.747 -1.463
H 0.367 -4.217 -0.021
H 0.961 -2.910 -1.076
*
```



(3)
Entry from the Open Molecules 2025 dataset: C13H31CaN2O8P2S4 as an isolated structure (the ωB97M-V functional and the def2-TZVPD basis).

Its strongest force on any atom is 0.018 Eh/bohr. As for the HOMO energy: -5.18 eV. Its LUMO energy is 2.18 eV. Its frontier orbital gap is 7.359 eV.

The geometry in ORCA input format:
```
! wB97M-V def2-TZVPD RIJCOSX def2/J DEFGRID3
* xyz -1 1
Ca -0.498 -0.855 -0.071
C 2.661 -1.443 -2.097
C 2.371 -2.485 -0.999
N 1.812 -1.921 0.218
C 2.686 -1.388 1.247
C 3.548 -0.203 0.833
S 2.671 1.314 0.337
C 3.197 1.510 -1.387
C 2.248 0.942 -2.448
N 1.708 -0.347 -2.100
H 2.682 -1.970 -3.059
H 3.663 -1.028 -1.958
H 3.290 -3.062 -0.811
H 1.621 -3.184 -1.376
H 1.211 -2.613 0.648
H 3.386 -2.155 1.622
H 2.033 -1.098 2.075
H 4.223 -0.472 0.020
H 4.178 0.054 1.687
H 4.197 1.080 -1.470
H 3.316 2.581 -1.563
H 2.806 0.940 -3.402
H 1.404 1.619 -2.574
H 0.893 -0.568 -2.664
C -0.008 3.703 0.340
C -0.197 3.435 1.851
S -0.198 1.686 2.362
C -1.819 1.531 3.168
C -2.883 0.644 2.511
S -3.057 0.689 0.720
C -3.092 2.458 0.338
C -2.319 2.748 -0.946
S -0.543 2.454 -0.848
H 1.059 3.817 0.145
H -0.473 4.660 0.086
H -1.111 3.909 2.210
H 0.624 3.933 2.371
H -2.200 2.540 3.334
H -1.626 1.108 4.155
H -3.842 0.862 2.987
H -2.618 -0.397 2.692
H -2.666 3.010 1.173
H -4.124 2.793 0.220
H -2.503 3.776 -1.266
H -2.648 2.080 -1.744
O -2.729 -0.604 -4.137
P -1.683 -1.221 -3.080
O -0.525 -1.878 -3.768
O -1.363 -0.104 -2.126
O -2.563 -2.320 -2.336
P -1.937 -3.620 -1.517
O -1.112 -4.339 -2.693
O -3.041 -4.465 -1.049
O -0.958 -3.008 -0.540
H -2.908 -1.229 -4.847
H -0.659 -3.635 -3.207
C -0.561 -2.243 3.065
O -0.525 -1.227 2.143
H -0.922 -1.910 4.062
H 0.436 -2.694 3.263
H -1.212 -3.084 2.768
*
```



(4)
Entry from the Open Molecules 2025 dataset: one molecule with the formula C4H5NO (the ωB97M-V functional and the def2-TZVPD basis).

Its strongest force on any atom is 0.015 Eh/bohr. As for the HOMO energy (alpha / beta): -8.25 / -8.25 eV. Its LUMO energy (alpha / beta) is 0.17 / 0.17 eV. Its frontier orbital gap (alpha / beta) is 8.424 / 8.423 eV.

The geometry in ORCA input format:
```
! wB97M-V def2-TZVPD RIJCOSX def2/J DEFGRID3
* xyz 0 1
N -1.335 0.068 -1.338
C -0.464 0.299 -0.270
C -0.653 1.108 0.831
O 0.523 0.804 1.622
C 1.288 -0.115 1.136
C 0.696 -0.655 -0.036
H -2.216 0.538 -1.167
H -0.942 0.406 -2.210
H -0.190 -1.207 0.383
H 2.206 -0.361 1.659
H 1.226 -1.260 -0.768
*
```